Record 1
ORCA calculation (ωB97M-V with the def2-TZVPD basis set) on the ion C4H11N2 with charge +1.

The gap between HOMO and LUMO is 10.3 eV. The value obtained for the LUMO energy is -3.553 eV. For the highest occupied orbital energy, the calculation gives -13.86 eV. As for the total energy: -7298.46818 eV. The calculation puts the energy above the lowest of the compared OMol25 structures with the same formula, charge and spin at 2.4799 eV. As for the SMILES: CN1C[C@@]1(C)[NH3+]. Its charge is +1.

Each atom is followed by the atoms it is bonded to, with distances in Å.
Geometry (Å):
1 C 0.392 -0.836 1.258  C2 1.476, N5 1.448, H7 1.084, H8 1.083
2 C -0.391 -0.301 0.128  C1 1.476, C3 1.497, N5 1.364, N6 1.684
3 C -1.501 -0.921 -0.663  C2 1.497, H9 1.089, H10 1.088, H11 1.086
4 C 2.065 0.166 -0.453  N5 1.433, H12 1.090, H13 1.097, H14 1.089
5 N 0.922 -0.610 -0.070  C1 1.448, C2 1.364, C4 1.433
6 N -0.870 1.306 0.292  C2 1.684, H15 1.023, H16 1.019, H17 1.022
7 H 0.683 -0.163 2.057  C1 1.084
8 H 0.284 -1.871 1.556  C1 1.083
9 H -1.600 -0.424 -1.627  C3 1.089
10 H -2.448 -0.874 -0.128  C3 1.088
11 H -1.270 -1.965 -0.853  C3 1.086
12 H 1.882 0.623 -1.425  C4 1.090
13 H 2.328 0.935 0.282  C4 1.097
14 H 2.907 -0.517 -0.557  C4 1.089
15 H -0.870 1.564 1.281  N6 1.023
16 H -1.809 1.396 -0.095  N6 1.019
17 H -0.226 1.914 -0.217  N6 1.022

Mulliken atomic charge list, values in e, 4 entries: number 1, C, carries -0.68; number 2, C, carries 0.99; number 3, C, carries -1.67; number 4, C, carries -0.90

***

Record 2
ORCA calculation (ωB97M-V with the def2-TZVPD basis set) on the ion C4H11N2 with charge +1.

The gap between HOMO and LUMO is 10.9 eV. The value obtained for the LUMO energy is -3.226 eV. For the highest occupied orbital energy, the calculation gives -14.14 eV. As for the total energy: -7299.45380 eV. The calculation puts the energy above the lowest of the compared OMol25 structures with the same formula, charge and spin at 1.4943 eV. As for the SMILES: C=NCCC[NH3+]. Its charge is +1.

Each atom is followed by the atoms it is bonded to, with distances in Å.
Geometry (Å):
1 C -0.516 1.463 -0.767  C2 1.513, N6 1.562, H7 1.086, H8 1.081
2 C 0.363 0.270 -1.074  C1 1.513, C3 1.521, H9 1.091, H10 1.085
3 C 1.170 -0.154 0.144  C2 1.521, N5 1.491, H11 1.088, H12 1.090
4 C 0.749 -2.209 1.191  N5 1.261, H13 1.091, H14 1.086
5 N 0.288 -1.066 0.928  C3 1.491, C4 1.261
6 N -1.589 0.922 0.231  C1 1.562, H15 1.019, H16 1.021, H17 1.031
7 H -1.150 1.832 -1.569  C1 1.086
8 H 0.012 2.241 -0.234  C1 1.081
9 H -0.237 -0.524 -1.522  C2 1.091
10 H 1.084 0.568 -1.828  C2 1.085
11 H 2.044 -0.729 -0.156  C3 1.088
12 H 1.398 0.653 0.840  C3 1.090
13 H 1.782 -2.509 1.006  C4 1.091
14 H 0.091 -2.986 1.568  C4 1.086
15 H -2.307 1.577 0.540  N6 1.019
16 H -2.085 0.205 -0.299  N6 1.021
17 H -1.097 0.445 1.001  N6 1.031

Mulliken atomic charge list, values in e, 4 entries: number 1, C, carries -0.68; number 2, C, carries -0.50; number 3, C, carries -0.66; number 4, C, carries -0.28

***

Record 3
ORCA calculation (ωB97M-V with the def2-TZVPD basis set) on a cluster of 2 separate species, C4H11N2 in total.

The gap between HOMO and LUMO is 9.9 eV. The value obtained for the LUMO energy is -4.345 eV. For the highest occupied orbital energy, the calculation gives -14.23 eV. As for the total energy: -7297.99685 eV. The calculation puts the energy above the lowest of the compared OMol25 structures with the same formula, charge and spin at 2.9512 eV. Its charge is +1.

Each atom is followed by the atoms it is bonded to, with distances in Å.
Geometry (Å):
1 C -1.274 0.020 -0.809  C2 1.481, C3 1.500, N5 1.479, H7 1.086
2 C 0.159 0.139 -0.459  C1 1.481, N5 1.256, H8 1.091
3 C -2.083 -1.198 -0.473  C1 1.500, H9 1.090, H10 1.087, H11 1.086
4 C -0.800 1.638 1.376  N5 1.402, H12 1.093, H13 1.095, H14 1.092
5 N -0.625 0.792 0.273  C1 1.479, C2 1.256, C4 1.402
6 N 3.347 -0.648 -0.371  H15 1.014, H16 1.015, H17 1.015
7 H -1.644 0.606 -1.646  C1 1.086
8 H 1.215 -0.125 -0.543  C2 1.091
9 H -1.936 -1.953 -1.245  C3 1.090
10 H -3.141 -0.949 -0.447  C3 1.087
11 H -1.791 -1.627 0.481  C3 1.086
12 H -1.499 2.438 1.121  C4 1.093
13 H -1.236 1.076 2.209  C4 1.095
14 H 0.160 2.054 1.688  C4 1.092
15 H 3.939 -0.042 0.187  N6 1.014
16 H 3.719 -0.628 -1.315  N6 1.015
17 H 3.489 -1.591 -0.026  N6 1.015

Mulliken atomic charge list, values in e, 4 entries: number 1, C, carries 0.05; number 2, C, carries -0.06; number 3, C, carries -1.20; number 4, C, carries -0.73

***

Record 4
ORCA calculation (ωB97M-V with the def2-TZVPD basis set) on a cluster of 2 separate species, C4H11N2 in total.

The gap between HOMO and LUMO is 7.6 eV. The value obtained for the LUMO energy is -8.284 eV. For the highest occupied orbital energy, the calculation gives -15.91 eV. As for the total energy: -7294.76611 eV. The calculation puts the energy above the lowest of the compared OMol25 structures with the same formula, charge and spin at 6.1819 eV. Its charge is +1.

Each atom is followed by the atoms it is bonded to, with distances in Å.
Geometry (Å):
1 C -0.293 0.688 -2.282  C2 1.540, H7 1.085, H8 1.106, H9 1.096
2 C 0.343 1.206 -0.979  C1 1.540, C3 1.532, H10 1.101, H11 1.096
3 C -0.094 0.261 0.145  C2 1.532, C4 1.435, N6 1.306
4 C 0.914 -0.376 0.944  C3 1.435, N5 1.471, H12 1.099
5 N 0.400 -1.292 1.975  C4 1.471, H13 1.002, H15 1.019
6 N -1.373 0.173 0.392  C3 1.306, H16 1.053
7 H 0.058 -0.295 -2.578  C1 1.085
8 H -1.347 0.560 -1.972  C1 1.106
9 H -0.285 1.365 -3.143  C1 1.096
10 H 1.442 1.230 -0.899  C2 1.101
11 H -0.020 2.210 -0.731  C2 1.096
12 H 1.980 -0.525 0.721  C4 1.099
13 H 0.736 -2.230 2.076  N5 1.002
14 H 0.286 -1.676 -0.639  H17 0.745
15 H 0.442 -0.804 2.868  N5 1.019
16 H -1.528 -0.455 1.223  N6 1.053
17 H -0.286 -2.024 -0.313  H14 0.745

Mulliken atomic charge list, values in e, 4 entries: number 1, C, carries -1.14; number 2, C, carries -0.34; number 3, C, carries 0.02; number 4, C, carries 0.21

***

Record 5
ORCA calculation (ωB97M-V with the def2-TZVPD basis set) on the ion C4H11N2 with charge +2.

The gap between HOMO and LUMO (spin up / spin down) is 10.9 / 5.7 eV. The value obtained for the LUMO energy (spin up / spin down) is -9.908 / -14.532 eV. For the highest occupied orbital energy (spin up / spin down), the calculation gives -20.79 / -20.23 eV. The spin multiplicity is 2. As for the total energy: -7284.92730 eV. The calculation puts the energy above the lowest of the compared OMol25 structures with the same formula, charge and spin at 2.9630 eV. Its expectation value of S² is 0.758. Its charge is +2.

Each atom is followed by the atoms it is bonded to, with distances in Å.
Geometry (Å):
1 C -2.345 -0.328 1.039  C2 1.504, H7 1.100, H8 1.104, H9 1.097
2 C -1.538 -1.091 0.024  C1 1.504, C3 1.512, H10 1.122, H11 1.094
3 C -0.034 -1.092 0.177  C2 1.512, N4 1.437, H12 1.093, H13 1.126
4 N 0.599 0.195 0.261  C3 1.437, C5 1.343, H14 1.028
5 C 1.638 0.524 -0.524  N4 1.343, N6 1.306, H15 1.092
6 N 1.910 1.690 -1.045  C5 1.306, H16 1.023, H17 1.022
7 H -2.060 0.730 1.145  C1 1.100
8 H -2.376 -0.760 2.054  C1 1.104
9 H -3.410 -0.268 0.782  C1 1.097
10 H -1.774 -0.590 -0.952  C2 1.122
11 H -2.016 -2.059 -0.151  C2 1.094
12 H 0.556 -1.674 -0.536  C3 1.093
13 H 0.111 -1.685 1.124  C3 1.126
14 H 0.384 0.808 1.058  N4 1.028
15 H 2.225 -0.307 -0.919  C5 1.092
16 H 1.804 2.577 -0.547  N6 1.023
17 H 2.443 1.693 -1.918  N6 1.022

Mulliken atomic charge list, values in e, 4 entries: number 1, C, carries -1.16; number 2, C, carries -0.22; number 3, C, carries -0.43; number 4, N, carries -0.03

***

Record 6
ORCA calculation (ωB97M-V with the def2-TZVPD basis set) on the ion C4H11N2O with charge -1.

The gap between HOMO and LUMO is 7.0 eV. The value obtained for the LUMO energy is 4.150 eV. For the highest occupied orbital energy, the calculation gives -2.90 eV. As for the total energy: -9352.83743 eV. The calculation puts the energy above the lowest of the compared OMol25 structures with the same formula, charge and spin at 1.6527 eV. As for the SMILES: C[C@H](CN)NC[O-]. Its charge is -1.

Each atom is followed by the atoms it is bonded to, with distances in Å.
Geometry (Å):
1 C -0.893 1.184 -0.247  N2 1.482, C3 1.527, H8 1.078, H9 1.101
2 N 0.073 1.675 -1.259  C1 1.482, H10 1.007, H11 1.006
3 C -0.296 0.173 0.729  C1 1.527, C4 1.542, N5 1.456, H12 1.100
4 C -0.978 0.401 2.093  C3 1.542, H13 1.095, H14 1.085, H15 1.110
5 N -0.430 -1.201 0.269  C3 1.456, C6 1.715, H16 1.017
6 C 0.853 -1.543 -0.817  N5 1.715, O7 1.291, H17 1.122, H18 1.114
7 O 1.775 -0.645 -0.919  C6 1.291
8 H -1.785 0.843 -0.747  C1 1.078
9 H -1.260 2.020 0.369  C1 1.101
10 H 1.022 1.442 -1.016  N2 1.007
11 H -0.256 1.211 -2.087  N2 1.006
12 H 0.769 0.350 0.937  C3 1.100
13 H -0.685 -0.293 2.888  C4 1.095
14 H -2.043 0.440 2.298  C4 1.085
15 H -0.470 1.305 2.489  C4 1.110
16 H -0.175 -1.960 0.897  N5 1.017
17 H 1.237 -2.531 -0.450  C6 1.122
18 H 0.194 -1.681 -1.705  C6 1.114

Mulliken atomic charge list, values in e, 4 entries: number 1, C, carries -1.08; number 2, N, carries -0.70; number 3, C, carries 0.95; number 4, C, carries -1.55